Record 1
The following is a quantum chemistry calculation of a 11-piece molecular cluster, C22H66O11S11 overall at a distorted geometry, from OMol25.

Summary:
HOMO-LUMO gap = 8.326 eV
Total energy = -165584.922 eV
Max |F| = 1.62 eV Å⁻¹
Energy relative to the best compared isomer or geometry (same formula, charge and spin) = 1.4478 eV

Last column: Mulliken charge in e.
Cartesian coordinates (Å):
C: -4.1697 0.1808 -7.8434  -0.95
S: -3.5253 -1.2204 -6.9222  0.46
O: -2.1862 -1.5179 -7.5269  -0.62
C: -3.1927 -0.3087 -5.3697  -0.51
H: -5.0968 0.5069 -7.3632  0.35
H: -4.3571 -0.1560 -8.8597  0.35
H: -3.5032 1.0436 -7.8680  0.29
H: -2.9617 0.7222 -5.6392  0.06
H: -2.3716 -0.7375 -4.8010  0.28
H: -4.0419 -0.2773 -4.6824  0.29
C: 3.4852 2.9849 4.6321  -1.21
S: 3.1826 1.7663 3.2999  0.81
O: 4.0963 0.5897 3.5067  -0.68
C: 1.5349 1.2604 3.8736  -0.61
H: 2.6175 3.6324 4.7497  0.36
H: 4.3335 3.5862 4.3132  0.39
H: 3.6933 2.4565 5.5607  0.35
H: 0.9852 2.1150 4.2655  0.57
H: 1.6706 0.5899 4.7262  0.61
H: 1.0049 0.7122 3.1015  -0.58
C: 1.8537 -2.2639 4.1001  -0.47
S: 2.5250 -3.9242 4.5269  0.45
O: 2.9041 -3.9291 5.9809  -0.67
C: 4.0450 -3.6858 3.5838  -0.84
H: 1.8267 -2.1612 3.0209  -0.07
H: 2.5198 -1.5583 4.6011  0.28
H: 0.8711 -2.1092 4.5373  0.37
H: 4.6897 -4.5363 3.8116  0.42
H: 4.6263 -2.7934 3.8183  0.20
H: 3.8554 -3.6946 2.5094  0.29
C: 0.5830 -0.4913 0.8414  0.78
S: 0.4400 -1.6976 -0.5181  0.85
O: -0.1044 -2.9181 0.1754  -0.75
C: -0.9766 -0.8530 -1.2988  -0.57
H: -0.2569 -0.6888 1.5003  -0.22
H: 0.7765 0.5136 0.4863  -0.07
H: 1.5042 -0.8293 1.3253  -0.75
H: -0.5692 0.0534 -1.7556  0.26
H: -1.7749 -0.5783 -0.6104  -0.46
H: -1.4254 -1.3988 -2.1296  0.66
C: -3.4106 2.7118 3.4231  -0.80
S: -3.2639 3.2905 1.7104  0.40
O: -2.1974 4.3460 1.7057  -0.61
C: -2.4925 1.7927 1.0129  0.98
H: -4.2355 2.0064 3.5282  0.33
H: -3.6785 3.5555 4.0628  0.43
H: -2.4685 2.3303 3.8192  0.07
H: -1.4650 1.7940 1.3819  -0.72
H: -2.3904 1.8967 -0.0694  -0.46
H: -3.0233 0.8801 1.2737  0.51
C: -4.8004 -1.7130 -0.8990  -0.55
S: -6.0323 -0.7593 -1.8301  0.47
O: -7.3146 -1.1264 -1.1414  -0.66
C: -5.5525 0.8762 -1.1986  -0.47
H: -3.7603 -1.5192 -1.1670  -0.04
H: -4.9519 -2.7562 -1.1839  0.48
H: -4.9349 -1.6234 0.1771  0.20
H: -6.0861 1.6326 -1.7694  0.42
H: -4.4786 1.0343 -1.3198  -0.18
H: -5.7988 0.9084 -0.1376  0.34
C: -1.1154 3.8240 -2.2925  -0.62
S: -2.1048 2.8234 -3.4194  0.38
O: -2.5326 1.5832 -2.6882  -0.34
C: -3.5304 3.9533 -3.4468  -0.99
H: -0.0631 3.5572 -2.2536  0.22
H: -1.5765 3.7072 -1.3092  -0.08
H: -1.2527 4.8607 -2.5972  0.45
H: -3.2392 4.9993 -3.4892  0.39
H: -4.0515 3.8735 -2.4848  0.25
H: -4.2226 3.6053 -4.2079  0.34
C: -2.3452 -2.3145 2.3661  -0.53
S: -2.2427 -1.0849 3.6936  0.51
O: -0.8357 -0.5359 3.5803  -0.36
C: -2.1951 -2.2950 5.0421  -1.15
H: -1.6134 -3.0859 2.5872  0.38
H: -2.2081 -1.8171 1.4106  -0.29
H: -3.3456 -2.7550 2.3896  0.52
H: -1.3844 -3.0119 4.9053  0.29
H: -3.1154 -2.8677 5.1623  0.38
H: -2.0054 -1.7563 5.9706  0.40
C: 3.4438 -4.9056 -4.5342  -0.94
S: 3.4025 -3.1192 -4.5771  0.45
O: 2.3026 -2.7790 -5.5420  -0.61
C: 2.7328 -2.8625 -2.9002  -0.77
H: 2.4281 -5.2931 -4.6048  0.31
H: 3.9376 -5.2424 -3.6204  0.32
H: 4.0026 -5.2878 -5.3869  0.35
H: 2.0094 -3.6187 -2.6012  0.39
H: 2.3785 -1.8407 -2.8385  0.24
H: 3.6055 -2.9934 -2.2509  0.26
C: 0.6828 3.6936 0.9769  -0.49
S: 2.1281 3.1044 0.0535  0.76
O: 1.5103 2.2596 -1.0149  -0.61
C: 2.6590 4.6628 -0.7331  -1.03
H: -0.1018 4.1065 0.3471  0.37
H: 1.0744 4.4933 1.6101  0.53
H: 0.2541 2.8582 1.5196  -0.52
H: 3.7130 4.6560 -0.9931  0.35
H: 2.4162 5.4578 -0.0277  0.36
H: 2.0733 4.8111 -1.6406  0.29
C: 4.9213 -0.9595 0.7490  -0.02
S: 6.3654 -1.8168 1.4479  0.55
O: 5.9825 -3.2635 1.4489  -0.63
C: 7.4508 -1.6561 -0.0175  -0.95
H: 5.1594 0.0320 0.3803  0.52
H: 4.1692 -1.0055 1.5408  -0.35
H: 4.4089 -1.5978 0.0206  -0.06
H: 6.9107 -2.0604 -0.8697  0.23
H: 8.2599 -2.3585 0.2011  0.35
H: 7.9243 -0.6807 -0.1002  0.37

Record 2
The following is a quantum chemistry calculation of a 11-piece molecular cluster, C22H66O16 overall at a distorted geometry, from OMol25.

Summary:
HOMO-LUMO gap = 9.860 eV
Total energy = -56639.107 eV
Max |F| = 2.91 eV Å⁻¹
Energy relative to the best compared isomer or geometry (same formula, charge and spin) = 1.5169 eV
SMILES = OCCO.OCCO.OCCO.OCCO.OCCO.CCO.CCO.CCO.CCO.CCO.CCO

Last column: Mulliken charge in e.
Cartesian coordinates (Å):
O: 0.5980 -2.2486 3.4760  -0.59
C: -0.6225 -2.8193 2.9128  0.15
C: -0.2673 -3.7937 1.8090  -0.42
O: 0.5643 -3.1022 0.9067  -0.27
H: 0.2480 -1.4881 3.9157  0.20
H: -1.3241 -3.3943 3.5875  0.31
H: -1.0839 -2.0450 2.4004  -0.07
H: -1.1816 -4.2243 1.2491  0.03
H: 0.3633 -4.6413 2.0942  0.43
H: 0.1977 -2.2052 0.6203  0.14
O: 0.2900 5.0556 -3.4093  -0.58
C: 1.0110 5.0044 -2.1769  -0.51
C: 0.8039 3.5981 -1.6099  -0.28
O: -0.5924 3.4618 -1.3393  -0.23
H: 0.3117 5.9560 -3.8479  0.31
H: 2.0859 5.2145 -2.3961  0.37
H: 0.5957 5.7121 -1.4409  0.30
H: 1.3251 3.4396 -0.6393  0.33
H: 1.1354 2.7981 -2.2855  -0.10
H: -1.0366 3.6685 -2.1521  0.24
O: 5.4161 -1.4897 0.0166  -0.60
C: 4.4346 -2.5663 0.2466  0.00
C: 4.1996 -2.8550 1.6920  -0.66
O: 3.4789 -1.7373 2.3266  -0.55
H: 5.2490 -0.7857 0.6210  0.30
H: 3.5080 -2.2498 -0.1618  0.04
H: 4.8426 -3.4295 -0.2249  0.42
H: 5.1697 -2.9707 2.2430  0.29
H: 3.5680 -3.7333 1.7640  0.37
H: 2.5436 -2.0199 2.2996  0.22
O: -4.6614 1.1138 1.8351  -0.69
C: -3.3957 0.8481 1.2050  1.04
C: -3.5152 1.1479 -0.2721  -0.85
O: -2.1868 1.1462 -0.8516  -0.48
H: -4.7011 0.7264 2.6970  0.33
H: -2.6765 1.5233 1.5784  -0.27
H: -3.0972 -0.1669 1.3497  -0.11
H: -4.0831 2.0577 -0.4589  0.14
H: -4.0174 0.2846 -0.6680  0.64
H: -1.7457 1.9553 -0.5427  0.11
O: -2.9955 -2.1238 -0.6407  -0.19
C: -3.6820 -3.3675 -0.5301  -0.18
C: -3.8791 -3.6145 1.0148  -0.17
O: -4.5752 -4.8325 1.3489  -0.56
H: -2.5692 -2.1444 -1.5064  0.11
H: -4.6972 -3.3284 -0.9359  0.41
H: -3.0061 -4.1048 -0.9727  -0.04
H: -4.4227 -2.7163 1.3390  0.27
H: -2.9324 -3.6725 1.5112  -0.12
H: -5.3998 -4.7687 0.8517  0.34
C: 2.3183 0.3727 -3.9421  -0.51
C: 0.7619 0.2334 -3.9887  -0.02
O: 0.2754 -0.9909 -4.7166  -0.55
H: 2.7417 -0.5874 -3.6307  0.25
H: 2.5560 1.2002 -3.2119  -0.16
H: 2.7181 0.7429 -4.9210  0.39
H: 0.2978 1.1100 -4.3855  0.36
H: 0.3169 0.0694 -2.9870  0.04
H: 0.5665 -0.9504 -5.6404  0.24
C: 0.0379 1.2857 5.3318  -1.06
C: -1.3369 1.3125 4.7840  0.00
O: -1.6749 0.0112 4.4314  -0.42
H: 0.3543 2.3275 5.6049  0.35
H: 0.7180 0.9050 4.5451  0.10
H: 0.1710 0.7216 6.2365  0.33
H: -1.4649 2.0289 3.9541  0.09
H: -2.0106 1.7491 5.5281  0.41
H: -2.5466 -0.0407 4.0709  0.22
C: 6.1963 1.5181 -0.7642  -1.41
C: 4.7862 1.7629 -1.2678  -0.08
O: 3.8587 0.7139 -1.0204  -0.40
H: 6.2222 1.1749 0.3027  0.27
H: 6.7011 2.4234 -0.9011  0.48
H: 6.6862 0.7700 -1.3428  0.38
H: 4.7810 1.9837 -2.3563  0.24
H: 4.3913 2.6242 -0.7084  0.27
H: 4.4260 -0.1161 -1.0505  0.24
C: -0.6448 -5.1393 -3.0395  -1.06
C: 0.1957 -3.8981 -2.5618  0.03
O: -0.5675 -2.6861 -2.7237  -0.37
H: -0.7313 -5.2627 -4.1396  0.29
H: -1.6249 -5.1455 -2.5029  0.15
H: -0.1978 -6.0338 -2.6504  0.43
H: 1.1218 -3.8621 -3.1275  0.33
H: 0.5962 -3.9836 -1.5869  0.03
H: -0.5013 -2.3341 -3.6383  0.20
C: -2.6951 4.6836 0.4528  -0.56
C: -3.5725 4.6901 -0.7557  -0.41
O: -4.7988 4.1008 -0.4200  -0.61
H: -2.3651 3.6499 0.6789  -0.21
H: -3.2907 4.9277 1.3036  0.48
H: -1.8270 5.3585 0.2996  0.23
H: -3.1283 4.1188 -1.5866  0.25
H: -3.6570 5.6920 -1.0698  0.49
H: -5.3704 4.0356 -1.2106  0.32
C: 1.6054 0.6335 1.6843  -0.32
C: 0.3459 1.0200 1.0261  2.73
O: -0.1614 -0.1379 0.3140  0.51
H: 1.8641 1.4723 2.3953  0.40
H: 2.4530 0.5736 1.0166  -0.06
H: 1.4248 -0.2539 2.2309  -0.43
H: 0.3813 1.8526 0.3736  -1.37
H: -0.4504 1.4187 1.7525  -0.79
H: -0.8452 0.0813 -0.3178  -0.11

Q: Which of these has the highest total energy?
A: C22H66O16